A structure of composition C29H44GeN2O6PPtSi3. Source: the Open Molecules 2025 dataset; level of theory: ωB97M-V/def2-TZVPD.

Positions of all 87 atoms, in Å:
Pt: -0.116 0.728 -0.145
C: 2.737 -1.146 2.056
C: 2.993 0.052 1.215
N: 2.105 0.674 0.469
C: 2.729 1.762 -0.091
C: 4.031 1.790 0.319
N: 4.173 0.699 1.133
C: 5.200 2.691 0.123
O: 5.044 3.720 -0.680
O: 6.233 2.438 0.700
C: 1.956 2.697 -0.955
O: 2.520 3.671 -1.454
O: 0.714 2.418 -1.117
H: 1.675 -1.382 2.022
H: 3.024 -0.964 3.094
H: 3.292 -2.012 1.693
H: 5.042 0.479 1.598
H: 4.113 3.760 -1.084
O: -4.072 2.523 0.077
C: -2.923 2.149 0.243
O: -2.188 1.539 -0.618
C: -2.302 2.449 1.634
P: -0.772 1.527 1.966
C: -1.197 0.306 3.221
C: -2.019 -0.731 2.768
C: -2.479 -1.694 3.653
C: -2.105 -1.641 4.989
C: -1.290 -0.613 5.442
C: -0.842 0.367 4.565
C: 0.561 2.624 2.480
C: 1.610 2.205 3.297
C: 2.745 2.993 3.437
C: 2.854 4.195 2.752
C: 1.820 4.611 1.923
C: 0.683 3.830 1.782
H: -3.036 2.207 2.399
H: -2.117 3.521 1.702
H: -2.298 -0.790 1.717
H: -3.121 -2.489 3.295
H: -2.456 -2.397 5.680
H: -1.011 -0.562 6.487
H: -0.249 1.189 4.946
H: 1.569 1.248 3.806
H: 3.553 2.657 4.076
H: 3.746 4.801 2.853
H: 1.906 5.533 1.361
H: -0.085 4.145 1.085
C: -3.647 -2.960 -2.659
Si: -3.274 -1.306 -1.842
C: -4.129 -1.315 -0.171
C: -3.958 0.081 -2.889
Ge: -0.913 -1.127 -1.651
Si: 0.227 -3.107 -0.952
C: 2.091 -2.879 -1.072
C: -0.247 -3.530 0.817
C: -0.220 -4.565 -2.047
Si: -0.004 -0.230 -3.664
C: -0.696 1.461 -4.053
C: -0.490 -1.422 -5.039
C: 1.869 -0.140 -3.602
H: -4.729 -3.047 -2.813
H: -3.341 -3.794 -2.019
H: -3.159 -3.082 -3.628
H: -5.182 -1.571 -0.328
H: -4.096 -0.334 0.313
H: -3.704 -2.071 0.500
H: -5.045 0.115 -2.758
H: -3.755 -0.076 -3.953
H: -3.551 1.043 -2.577
H: 2.408 -1.859 -0.834
H: 2.435 -3.102 -2.085
H: 2.596 -3.578 -0.396
H: -0.205 -2.659 1.475
H: 0.413 -4.301 1.229
H: -1.271 -3.916 0.858
H: 0.095 -4.404 -3.081
H: -1.293 -4.772 -2.051
H: 0.293 -5.460 -1.678
H: -1.726 1.395 -4.414
H: -0.090 1.925 -4.838
H: -0.679 2.120 -3.180
H: -1.575 -1.494 -5.147
H: -0.098 -2.429 -4.872
H: -0.084 -1.058 -5.990
H: 2.226 0.592 -2.869
H: 2.236 0.177 -4.585
H: 2.324 -1.104 -3.372

Output
Max |F| ... 0.6 eV Å⁻¹
HOMO level (spin up / spin down) ... -0.2698 / -0.3173 hartree
2S+1 ... 4
Net charge ... 0
Gap between HOMO and LUMO (spin up / spin down) ... 7.44 / 6.54 eV
Energy above the lowest of the compared OMol25 structures with the same formula, charge and spin ... 0.0129 eV
Expectation value of S² ... 3.76
LUMO energy (spin up / spin down) ... 0.1 / -2.1 eV